[1]
DFT (the ωB97M-V functional and the def2-TZVPD basis) results for a structure of composition C12H18GeNO4PtSbSe5.

Geometry as XYZ:
```
43
C12H18GeNO4PtSbSe5, DFT the ωB97M-V functional and the def2-TZVPD basis
Pt -0.76 1.13 0.53
O 0.51 2.26 -1.47
C -0.02 2.46 -2.54
C -1.02 1.63 -3.20
C -1.28 1.95 -4.52
C -2.14 1.18 -5.30
C -2.77 0.06 -4.73
C -2.55 -0.26 -3.43
C -1.68 0.51 -2.57
O -1.55 0.15 -1.37
N -2.36 1.52 -6.67
O -3.10 0.80 -7.33
O -1.79 2.50 -7.14
H 0.29 3.34 -3.15
H -0.80 2.80 -4.97
H -3.44 -0.53 -5.35
H -3.05 -1.10 -2.97
C 3.11 0.36 2.69
Ge 2.53 -1.49 2.84
C 4.02 -2.59 3.52
C 1.03 -1.69 4.07
C 2.15 -2.18 1.04
Se 0.76 -1.30 -0.02
C -0.78 -2.14 0.82
H 3.34 0.77 3.67
H 2.31 0.97 2.26
H 3.99 0.44 2.05
H 4.33 -2.23 4.51
H 4.88 -2.54 2.85
H 3.72 -3.63 3.62
H 1.36 -1.43 5.08
H 0.66 -2.72 4.08
H 0.21 -1.02 3.80
H 1.92 -3.25 1.05
H 3.06 -2.05 0.45
H -0.85 -1.84 1.86
H -0.72 -3.22 0.71
H -1.64 -1.74 0.29
Se -2.12 5.21 3.89
Sb -2.49 2.93 3.19
Se -0.37 1.58 2.84
Se -2.63 2.63 0.66
Se -4.27 1.77 4.36
```

Calculated values
* HOMO level: -0.06228 hartree
* 2S+1: 1
* net charge: -2
* orbital gap: 5.506 eV
* maximum force: 0.9 eV Å⁻¹



[2]
DFT (the ωB97M-V functional and the def2-TZVPD basis) results for an isolated molecule of C8H12N2O2 in a non-equilibrium geometry.

Geometry as XYZ:
```
24
C8H12N2O2, DFT the ωB97M-V functional and the def2-TZVPD basis
C 1.24 -0.15 -1.24
C 0.09 -0.84 -1.34
C 1.08 1.36 0.63
C 1.80 0.69 -0.14
C -0.84 -1.09 -0.21
C -1.42 0.14 0.40
C 3.36 0.63 -0.07
C -1.74 0.10 1.88
N -1.86 -1.84 -0.84
N -1.73 1.15 -0.35
O -1.57 1.12 -1.57
O -2.24 2.17 0.18
H 1.85 -0.12 -2.09
H -0.02 -1.29 -2.30
H 0.77 2.15 1.39
H -0.20 -1.70 0.59
H 3.86 1.17 -0.90
H 3.61 -0.47 -0.07
H 3.65 1.38 0.70
H -1.60 1.07 2.40
H -1.09 -0.60 2.37
H -2.75 -0.18 2.11
H -2.65 -2.13 -0.29
H -1.61 -2.73 -1.24
```

Calculated values
* HOMO level (alpha / beta): -0.30424 / -0.32350 hartree
* 2S+1: 1
* orbital gap (alpha / beta): 6.615 / 8.669 eV
* maximum force: 6.2 eV Å⁻¹



Record-wise relative energy (zero: lowest compared OMol25 entry of this formula, charge and spin) values, in eV: 0.0000 10.0142
Record-wise E values, in eV: -415449.6852 -15556.8956